Record 1
This record from the Open Molecules 2025 dataset describes an isolated molecule of C4H7NOS at a distorted geometry. The level of theory is ωB97M-V with the def2-TZVPD basis set.

structure (SMILES): O=C1CNCCS1
frontier orbital gap: 0.3511 Ha
total charge: 0
calculated total energy: -18633.8613 eV
E_LUMO: 0.7 eV

```
14
C4H7NOS ωB97M-V with the def2-TZVPD basis set
O -2.88434 0.04040 0.10281
C -1.69472 -0.04423 0.01480
C -0.82904 1.20201 -0.17801
N 0.60961 1.03854 0.16475
C 1.22474 -0.14366 -0.33797
C 0.73015 -1.41510 0.28164
S -1.05341 -1.65340 -0.13210
H -1.00448 1.58844 -1.15308
H -1.17005 1.97199 0.46188
H 0.77195 1.28646 1.10632
H 2.27222 -0.02373 -0.19226
H 0.97093 -0.17128 -1.41583
H 1.19152 -2.32463 -0.09004
H 0.86492 -1.35181 1.36708
```

***

Record 2
This record from the Open Molecules 2025 dataset describes a structure of composition C38H40F12Ge2NO2SiTi. The level of theory is ωB97M-V with the def2-TZVPD basis set.

frontier orbital gap (alpha / beta): 0.1998 / 0.2315 Ha
total charge: -2
calculated total energy: -222279.8284 eV
spin multiplicity: 2
expectation value of S²: 0.781
E_LUMO (alpha / beta): 4.4 / 4.4 eV

```
97
C38H40F12Ge2NO2SiTi ωB97M-V with the def2-TZVPD basis set
Ti -0.07279 1.47975 -0.04332
C 5.54824 1.49626 -4.17454
C 4.52491 1.23615 -3.10310
C 4.90489 1.08138 -1.76709
C 3.95446 0.84664 -0.79614
C 2.58570 0.74201 -1.07622
N 1.68204 0.43401 -0.05016
C 2.11453 -0.38203 1.00161
C 2.91490 -1.49892 0.70012
C 3.29269 -2.42096 1.65314
C 2.87738 -2.28518 2.97187
C 3.19181 -3.32182 4.01494
C 2.10624 -1.17817 3.28393
C 1.71075 -0.22257 2.34868
C 0.91792 1.00704 2.81367
O 0.16651 1.55397 1.83957
C 1.94367 2.07963 3.28048
F 2.79136 2.36960 2.29023
F 2.69679 1.66156 4.33235
F 1.35780 3.22142 3.66393
C -0.08500 0.70512 3.96688
F 0.47849 0.36954 5.15619
F -0.85311 1.77379 4.22422
F -0.89887 -0.29933 3.62891
C 2.16981 1.02934 -2.41577
C 3.18003 1.21373 -3.39245
C 0.80762 1.19232 -2.78963
O -0.15006 1.21064 -1.92125
C 0.37025 1.40424 -4.21123
F -0.96304 1.47387 -4.30870
F 0.86099 2.53904 -4.77860
F 0.76673 0.40288 -5.05213
C 1.20058 4.35917 -1.67028
F 1.06728 3.23322 -0.25380
F 2.54765 4.33356 -1.71307
F 0.94194 5.48021 -0.95091
H 6.41612 0.84130 -4.06114
H 5.91090 2.52738 -4.14254
H 5.12845 1.32714 -5.16731
H 5.95108 1.15385 -1.48722
H 4.27350 0.72765 0.23042
H 3.21717 -1.64040 -0.32816
H 3.89078 -3.27721 1.35708
H 3.99519 -3.98015 3.67901
H 2.31442 -3.94162 4.21951
H 3.50210 -2.86847 4.95873
H 1.79827 -1.06071 4.31430
H 2.88192 1.38733 -4.41785
C -4.65290 -2.70402 0.01505
Ge -3.86598 -0.89016 0.12362
C -4.69514 0.12617 -1.34946
C -4.56280 -0.23162 1.84988
Ge -1.43889 -0.83606 -0.00965
C -1.00210 -2.38531 1.18766
C -1.73964 -2.65400 2.34139
C -1.45264 -3.73031 3.16910
C -0.40815 -4.58867 2.85668
C 0.33783 -4.34705 1.71352
C 0.04149 -3.26401 0.89783
C -1.07152 -1.71058 -1.77614
C 0.25612 -1.86756 -2.18368
C 0.59310 -2.46543 -3.38807
C -0.40316 -2.92563 -4.23774
C -1.72817 -2.77595 -3.86253
C -2.05058 -2.17836 -2.64901
H -5.73902 -2.59823 0.10191
H -4.30109 -3.33438 0.83172
H -4.42957 -3.21406 -0.92020
H -5.65032 0.55152 -1.03286
H -4.87691 -0.54230 -2.19232
H -4.05351 0.93674 -1.69236
H -5.56339 0.18400 1.70906
H -3.93026 0.54035 2.28194
H -4.63180 -1.05915 2.55685
H -2.55199 -1.99801 2.62765
H -2.04764 -3.89414 4.06088
H -0.17722 -5.43265 3.49728
H 1.16451 -4.99960 1.45429
H 0.64145 -3.11031 0.01070
H 1.05065 -1.48527 -1.55230
H 1.63647 -2.54009 -3.67249
H -0.14769 -3.37685 -5.18965
H -2.52081 -3.11616 -4.52058
H -3.09853 -2.06645 -2.40135
C -2.58067 4.00693 -1.48482
Si -2.17295 3.17677 0.18204
C -1.47810 4.56787 1.28201
C -3.89135 2.92816 0.98371
H -3.32897 4.79906 -1.37184
H -2.96403 3.27418 -2.20123
H -1.67751 4.43339 -1.92464
H -2.13817 5.44366 1.26110
H -0.47903 4.87688 0.97908
H -1.41638 4.21091 2.31425
H -4.40891 3.89124 0.90507
H -3.80692 2.68665 2.04482
H -4.51818 2.17074 0.51663
```

***

Record 3
This record from the Open Molecules 2025 dataset describes a cluster of 6 separate species, C52H66BF40NO8P2 in total. The level of theory is ωB97M-V with the def2-TZVPD basis set.

structure (SMILES): CCP(C)P(COc1cc(C)ccc1C(C)C)(OC[C@H](C)CC(C)C)(B(C)O)c1cccnc1.FC(F)C(F)(F)COC(F)(F)C(F)F.FC(F)C(F)(F)COC(F)(F)C(F)F.FC(F)C(F)(F)COC(F)(F)C(F)F.FC(F)C(F)(F)COC(F)(F)C(F)F.FC(F)C(F)(F)COC(F)(F)C(F)F
frontier orbital gap: 0.2853 Ha
total charge: 0
calculated total energy: -200819.8037 eV
E_LUMO: 0.4 eV

```
170
C52H66BF40NO8P2 ωB97M-V with the def2-TZVPD basis set
C 1.67508 -0.48416 3.11708
C 2.47531 0.06360 1.92859
P 1.45145 0.71172 0.53094
C 2.77398 1.56199 -0.44334
P 0.62387 -0.94893 -0.85143
C 1.97911 -2.18778 -0.51565
O 3.25647 -1.64756 -0.79730
C 4.29860 -2.51435 -0.53094
C 4.44422 -3.08914 0.72189
C 5.49131 -3.95290 1.00828
C 5.64708 -4.54844 2.38001
C 6.39489 -4.23224 -0.00369
C 6.25334 -3.63850 -1.23947
C 5.21307 -2.76544 -1.53930
C 5.15655 -2.13228 -2.90628
C 3.75372 -2.21393 -3.55063
C 5.68441 -0.68782 -2.85483
O -0.09602 -2.01260 -2.05036
C -0.74162 -3.22060 -1.71029
C -0.58761 -4.23250 -2.83338
C -1.23101 -3.73516 -4.12282
C -1.08793 -5.61642 -2.38878
C -0.02247 -6.70947 -2.47316
C 0.26741 -7.08075 -3.92913
C -0.42576 -7.95369 -1.68838
B 0.58929 0.35035 -2.31247
C 1.28312 0.12600 -3.69718
O -0.11785 1.48453 -2.05772
C -0.86263 -0.98182 0.20452
C -0.91893 -1.72783 1.37652
C -2.06238 -1.68339 2.16546
C -3.10313 -0.86853 1.75308
N -3.07670 -0.15903 0.62230
C -1.99225 -0.23585 -0.14783
H 2.21994 -0.32538 4.04789
H 0.68616 -0.03850 3.18948
H 1.55141 -1.56596 3.03687
H 3.03638 0.93535 2.27550
H 3.22687 -0.67312 1.63258
H 3.44509 2.00905 0.29248
H 2.34335 2.37329 -1.02407
H 3.38182 0.90145 -1.06151
H 1.88983 -2.46125 0.54028
H 1.82710 -3.09300 -1.10676
H 3.73091 -2.86730 1.50394
H 6.49926 -4.11069 2.89876
H 4.75669 -4.37179 2.98163
H 5.79502 -5.62563 2.31616
H 7.21443 -4.91642 0.17519
H 6.97722 -3.84218 -2.01726
H 5.84496 -2.67192 -3.55784
H 3.12999 -2.92785 -3.01703
H 3.28228 -1.23291 -3.51516
H 3.80909 -2.49665 -4.59812
H 6.17645 -0.42477 -3.79127
H 4.86691 0.02046 -2.70930
H 6.38473 -0.55343 -2.03294
H -1.80564 -3.03432 -1.51909
H -0.30488 -3.65027 -0.79740
H 0.49153 -4.30545 -3.01749
H -0.65712 -2.91293 -4.54831
H -2.25916 -3.41131 -3.95735
H -1.23746 -4.53283 -4.86768
H -1.42815 -5.56096 -1.35083
H -1.93716 -5.91907 -3.00572
H 0.91660 -6.32643 -2.05944
H -0.66015 -7.30057 -4.45915
H 0.90077 -7.96767 -3.97603
H 0.79714 -6.28463 -4.45298
H -1.13376 -8.56244 -2.25433
H 0.44574 -8.58127 -1.49534
H -0.87219 -7.70912 -0.72489
H 1.55168 -0.91181 -3.87173
H 2.16701 0.76258 -3.77656
H 0.57987 0.41466 -4.48445
H -0.22687 2.02075 -2.85238
H -0.08097 -2.33952 1.68024
H -2.13855 -2.24814 3.08305
H -3.99663 -0.77618 2.35885
H -2.00335 0.34716 -1.05698
F -7.27455 4.57609 -1.33148
C -7.85301 5.22101 -0.30128
F -7.36391 6.48052 -0.25383
C -7.52995 4.52598 1.02525
F -6.20663 4.59292 1.26585
F -8.16921 5.28450 1.96984
C -8.04520 3.09554 1.22721
O -7.12107 2.05169 1.02767
C -6.94774 1.42782 -0.17518
F -7.82005 1.85080 -1.10995
F -7.17850 0.10680 0.01758
C -5.49778 1.54136 -0.65109
F -5.18247 2.84322 -0.84405
F -5.38488 0.89955 -1.83990
H -8.93401 5.26637 -0.45747
H -8.28073 3.04564 2.28920
H -8.97445 2.93310 0.68018
H -4.81442 1.09567 0.07405
F 8.38129 -1.23353 1.94713
C 7.65200 -0.73736 0.92742
F 8.43080 -0.72340 -0.17936
C 7.19179 0.68995 1.24104
F 8.24400 1.52347 1.34051
F 6.44745 1.07396 0.16307
C 6.25703 0.83515 2.45039
O 6.82029 1.27876 3.66668
C 7.31727 0.43228 4.61035
F 7.10478 -0.86260 4.31969
F 6.67386 0.69365 5.77346
C 8.80370 0.70563 4.88189
F 9.52272 0.51232 3.76086
F 9.23361 -0.15981 5.82701
H 6.78537 -1.38281 0.74257
H 5.57182 1.63474 2.17207
H 5.65520 -0.06703 2.57365
H 8.93601 1.73021 5.23299
F -3.88375 2.56706 5.68743
C -5.09489 3.15398 5.64588
F -6.02242 2.24427 6.03113
C -5.42303 3.61959 4.22766
F -5.50684 2.57137 3.38657
F -6.67163 4.17935 4.31103
C -4.51894 4.70714 3.62992
O -3.52265 4.27598 2.73508
C -2.25980 3.94515 3.12638
F -2.04168 4.16583 4.43599
F -1.39841 4.72472 2.43414
C -1.93232 2.49864 2.73983
F -2.78167 1.65240 3.36263
F -0.67184 2.20861 3.12411
H -5.12053 3.99649 6.34140
H -5.18954 5.30528 3.01438
H -4.12374 5.36071 4.40867
H -2.01725 2.37091 1.65861
F 4.89832 -5.39989 -8.19502
C 5.32461 -4.72036 -7.11367
F 4.58386 -5.09667 -6.04781
C 5.14284 -3.21313 -7.31682
F 3.83327 -2.92047 -7.42718
F 5.60006 -2.65903 -6.15086
C 5.93965 -2.53644 -8.43909
O 5.24755 -2.27986 -9.64133
C 5.21257 -3.16797 -10.67460
F 5.96737 -4.25727 -10.45122
F 5.71058 -2.54729 -11.76948
C 3.76970 -3.55534 -11.02835
F 3.17759 -4.14385 -9.97239
F 3.80219 -4.43389 -12.05371
H 6.37371 -4.95844 -6.91933
H 6.17200 -1.54790 -8.04660
H 6.88650 -3.04859 -8.61209
H 3.20660 -2.66738 -11.32007
F -8.89185 7.31828 8.68267
C -7.87511 6.57042 8.21536
F -6.82344 6.69869 9.05436
C -7.44669 7.05476 6.82710
F -6.95956 8.30560 6.90271
F -6.41242 6.22187 6.48016
C -8.46251 6.94005 5.68264
O -9.15432 8.11837 5.33184
C -10.34730 8.46619 5.89169
F -10.81773 7.53355 6.73713
F -11.24954 8.59941 4.89170
C -10.26398 9.84019 6.57142
F -9.34880 9.81171 7.55851
F -11.47070 10.12692 7.10599
H -8.17567 5.51984 8.17977
H -7.85901 6.71032 4.80621
H -9.13652 6.09743 5.83875
H -9.99347 10.60237 5.83892
```